Formula: C4H5O4
Source: the Open Molecules 2025 dataset
Level of theory: ωB97M-V/def2-TZVPD

## Properties
Largest force on an atom = 4.2 eV/A
LUMO = 3.997 eV
Energy relative to the best compared isomer or geometry (same formula, charge and spin) = 221.4 kJ/mol
Net charge = -1
Gap between HOMO and LUMO = 8.3545 eV
Molecular weight = 117.08 g/mol

Last column: Mulliken charge in e.
Atoms and positions in Å:
C -0.719 -0.645 1.927  -0.41
C 0.131 0.025 1.179  -0.61
C -0.051 0.548 -0.530  0.66
O -1.360 0.342 -0.941  -0.61
O 0.256 1.871 -0.687  -0.60
C 0.867 -0.432 -1.411  0.69
O 2.026 -0.013 -1.478  -0.78
O 0.328 -1.463 -1.848  -0.77
H -0.618 -0.692 3.145  0.17
H -1.473 -1.244 1.405  0.22
H 0.894 0.598 1.555  0.30
H -1.513 -0.622 -1.317  0.35
H 1.233 1.729 -1.000  0.39